Entry 1:
12
Properties=species:S:1:pos:R:3 method="wB97M-V/def2-TZVPD" charge=0 lumo_energy_ev=-0.14 smiles="CCC(=O)C=O" total_energy_ha=-306.41764 de_lowest_ev=2.4125 max_force_ev_per_a=1.5
C -0.75937 0.84447 0.69412
C -0.16640 -0.75655 0.74588
C -0.04785 -0.56931 -0.68631
O -0.91403 -0.80193 -1.50724
C 1.24770 0.11129 -1.08810
O 1.93557 0.81693 -0.38964
H 0.06937 1.47982 1.01153
H -1.63457 0.87586 1.32018
H -1.08028 1.29063 -0.28059
H 0.75322 -0.73598 1.34322
H -0.71471 -1.69638 0.98052
H 1.49561 -0.19284 -2.10942

Entry 2:
17
Properties=species:S:1:pos:R:3 method="wB97M-V/def2-TZVPD" charge=0 lumo_energy_ev=1.10 smiles=C[C@H]1OC[C@H]2C[C@H]21 total_energy_ha=-309.80978 de_lowest_ev=0.8868 max_force_ev_per_a=0.3
C -1.88751 -0.35240 0.46828
C -0.88842 -0.06777 -0.65022
O -0.59126 1.32830 -0.59059
C 0.77596 1.55554 -0.30318
C 1.45267 0.21235 -0.11880
C 1.02887 -0.88320 0.82420
C 0.44566 -0.81098 -0.55306
H -2.83275 0.15884 0.26750
H -1.50310 0.04957 1.41074
H -2.07777 -1.42250 0.59679
H -1.35255 -0.28747 -1.62060
H 1.25270 2.02944 -1.17154
H 0.84827 2.25292 0.53691
H 2.48360 0.15753 -0.45201
H 0.37278 -0.72593 1.67365
H 1.78508 -1.64611 0.99341
H 0.68776 -1.54811 -1.31148

Entry 3:
21
Properties=species:S:1:pos:R:3 method="wB97M-V/def2-TZVPD" charge=+1 lumo_energy_ev=-5.12 total_energy_ha=-954.40282 de_lowest_ev=3.8849 max_force_ev_per_a=5.9
C -0.74283 0.78712 -1.02444
C -1.40269 1.61428 1.10208
C -0.21566 -0.62523 -0.43078
C 1.23918 -0.32267 -0.12046
C -2.04122 -1.74109 0.47913
C 3.29902 0.59864 -0.81688
N -1.23484 1.64756 -0.29417
N -0.33025 1.87301 1.71823
O -0.77720 -1.13410 0.68100
O 1.92590 0.12824 -1.03645
Cl 1.66474 -0.44206 1.56010
H -0.62802 0.85937 -2.15718
H -2.34241 1.57350 1.57967
H -0.18434 -1.26918 -1.26342
H -2.76270 -0.96102 0.61537
H -2.22982 -2.48122 1.32381
H -2.36980 -2.06870 -0.55186
H 4.00550 -0.35498 -0.56766
H 3.48674 1.32829 0.07412
H 3.51233 0.95474 -1.72633
H -0.55815 1.98222 2.71974

Entry 4:
90
Properties=species:S:1:pos:R:3 method="wB97M-V/def2-TZVPD" charge=-1 lumo_energy_ev=2.21 total_energy_ha=-4305.79550 max_force_ev_per_a=0.3
C 0.43916 1.80875 -0.35684
C 1.31697 0.56998 -0.21004
O 1.83595 0.11040 -1.47037
P 0.90549 -0.80098 -2.42640
O -0.12206 -1.53925 -1.68236
C 0.35159 0.26123 -3.75544
C -1.07354 0.80990 -3.52742
Ga -2.53439 -0.25895 -4.47314
C -3.94936 -0.82721 -3.12714
C -3.85843 -2.31856 -2.77572
C -4.47295 -3.18117 -3.88770
C -4.49716 -2.63665 -1.41195
P -3.51270 1.21008 -6.09424
O -4.80529 0.26217 -6.68114
O -2.50022 0.98553 -7.41122
O 1.98601 -1.79904 -3.06325
C 3.28968 -1.38817 -3.48315
C 4.23673 -2.55060 -3.29933
H 0.73158 2.57795 0.36047
H -0.61443 1.58328 -0.19961
H 0.55383 2.23106 -1.35528
H 0.76812 -0.24827 0.25604
H 2.19998 0.78165 0.39400
H 1.09321 1.05964 -3.86974
H 0.40373 -0.35483 -4.66000
H -1.10969 1.85906 -3.83208
H -1.32716 0.77719 -2.46406
H -1.86142 -1.55126 -5.18475
H -3.78226 -0.23030 -2.22149
H -4.97285 -0.60541 -3.46468
H -2.79882 -2.57960 -2.69502
H -5.51278 -3.43652 -3.65913
H -3.92143 -4.11345 -4.03276
H -4.45197 -2.65770 -4.84600
H -5.33897 -1.96598 -1.21653
H -3.77413 -2.50332 -0.60318
H -4.86104 -3.66806 -1.35457
H -5.35004 -0.00723 -5.93024
H -1.95569 0.19897 -7.28350
H 3.61806 -0.52706 -2.89793
H 3.23324 -1.08439 -4.53349
H 3.93083 -3.40382 -3.90546
H 5.24930 -2.25335 -3.58097
H 4.25203 -2.86277 -2.25387
C -4.72411 4.39847 4.51282
O -3.40672 4.87053 4.36158
C -2.46681 3.81714 4.26733
C -1.15249 4.31176 3.70408
O -1.15726 4.47990 2.29772
C -1.81223 5.62433 1.77772
C -1.00987 6.89990 1.90275
O -1.06017 7.40747 3.22386
C -0.03603 8.33574 3.47984
H -4.83982 3.81338 5.43379
H -5.37878 5.26653 4.56243
H -5.02273 3.77116 3.66517
H -2.85418 3.01842 3.62201
H -2.28591 3.39204 5.26554
H -0.40907 3.53403 3.89163
H -0.83935 5.22395 4.21798
H -2.80294 5.75418 2.21894
H -1.93208 5.42042 0.71197
H -1.42061 7.64342 1.20478
H 0.03029 6.69976 1.61453
H 0.95474 7.88319 3.35158
H -0.14496 8.66835 4.51063
H -0.10463 9.20785 2.81744
C 2.05419 -4.25049 -0.40772
O 2.90549 -3.89191 0.66666
C 2.32575 -2.90501 1.49411
C 3.04429 -2.83473 2.82279
O 2.69330 -3.87397 3.72875
C 3.29231 -5.13718 3.50293
C 4.69474 -5.25669 4.05911
O 5.63264 -4.60389 3.22547
C 6.84674 -4.34239 3.88223
H 1.80946 -3.39511 -1.04227
H 2.58784 -4.99489 -0.99759
H 1.11552 -4.68399 -0.04456
H 1.26287 -3.12176 1.66076
H 2.39577 -1.92365 1.00604
H 2.73480 -1.91178 3.31778
H 4.12464 -2.80030 2.66333
H 3.28108 -5.40031 2.44304
H 2.67080 -5.85255 4.04699
H 4.95168 -6.32350 4.13965
H 4.72001 -4.82242 5.06752
H 6.69744 -3.69612 4.75584
H 7.50042 -3.83724 3.17349
H 7.33452 -5.26718 4.21651

Entry 5:
78
Properties=species:S:1:pos:R:3 method="wB97M-V/def2-TZVPD" charge=+2 lumo_energy_ev="-8.52 / -8.52" total_energy_ha=-2478.71467 max_force_ev_per_a=3.6
Au 0.23687 -0.14849 0.13251
N -0.30562 -2.48574 2.14847
P 0.19138 -0.90465 2.47877
C 1.21278 -1.13356 3.96278
C 2.52594 -0.68551 4.02016
C 3.26093 -0.90274 5.17420
C 2.68624 -1.55639 6.25203
C 1.36492 -1.97526 6.19776
C 0.61428 -1.75971 5.05792
C -1.22134 0.04928 3.07467
C -0.86962 1.30829 3.57019
C -1.85476 2.20735 3.92026
C -3.19077 1.85811 3.77152
C -3.53831 0.59773 3.30747
C -2.55887 -0.30830 2.93808
C -0.75078 -2.89431 0.91494
C -1.02290 -4.24243 0.65701
C -1.55693 -4.59376 -0.56336
C -1.83496 -3.59324 -1.49431
C -1.49572 -2.29391 -1.18817
N -0.92879 -1.96344 -0.02627
H -0.02713 -3.21865 2.79641
H 2.95924 -0.17169 3.17317
H 4.28274 -0.56447 5.23096
H 3.26576 -1.73534 7.14358
H 0.91538 -2.46859 7.04584
H -0.42538 -2.05716 5.01586
H 0.17941 1.56141 3.66748
H -1.58784 3.18177 4.29674
H -3.95926 2.57368 4.01880
H -4.57989 0.32891 3.23042
H -2.82671 -1.28873 2.57029
H -0.82877 -4.98196 1.41723
H -1.75632 -5.63072 -0.78478
H -2.29823 -3.82477 -2.43769
H -1.65720 -1.47303 -1.87237
O -1.43448 1.49718 0.50005
C -1.16699 2.63812 0.83758
C 0.10313 3.31202 0.91137
C 0.06895 4.66186 1.28949
C 1.20999 5.43125 1.29762
C 2.44455 4.88228 0.92570
C 2.51339 3.56684 0.56938
C 1.36697 2.70513 0.56730
O 1.57941 1.48607 0.26603
N 1.11583 6.82839 1.68880
O 0.02932 7.20930 2.05426
O 2.12428 7.48193 1.61724
H -2.00507 3.28911 1.14379
H -0.86777 5.13579 1.55716
H 3.32332 5.51214 0.92414
H 3.45373 3.10997 0.29916
C 2.62001 -0.68292 -5.71508
N 1.77247 0.11377 -4.87094
N 1.45838 -0.27437 -3.60154
C 0.33364 0.45292 -3.17988
O -0.24108 0.27712 -2.09942
C 0.01451 1.31922 -4.26309
C 0.89277 1.06045 -5.28719
C 0.96103 1.65421 -6.63846
C 2.42327 -0.77933 -2.70829
C 2.04778 -1.70716 -1.73874
C 2.97498 -2.10318 -0.78544
C 4.26705 -1.60359 -0.81143
C 4.64276 -0.70577 -1.80054
C 3.72491 -0.28050 -2.74119
H 3.23879 -1.34163 -5.10854
H 3.26205 -0.04078 -6.31708
H 2.01204 -1.29177 -6.39184
H -0.78544 2.03043 -4.24181
H 0.25802 2.47856 -6.71610
H 0.71775 0.91865 -7.40516
H 1.96347 2.02648 -6.84508
H 1.07151 -2.16275 -1.79586
H 2.69328 -2.82416 -0.03328
H 4.98869 -1.92192 -0.07546
H 5.65269 -0.32736 -1.83879
H 4.01055 0.44551 -3.48800

Entry 6:
150
Properties=species:S:1:pos:R:3 method="wB97M-V/def2-TZVPD" charge=+1 lumo_energy_ev=-3.73 total_energy_ha=-2857.24173 de_lowest_ev=0.0000 max_force_ev_per_a=6.2
C 0.75134 3.45673 2.55593
O 0.26650 2.97696 3.80278
C 0.06200 1.57132 3.77600
C 1.35126 0.74047 3.49634
C 1.09231 -0.81723 3.51621
C 2.46002 -1.57035 3.58660
C 3.52052 -1.14993 2.50037
C 3.94622 -2.39922 1.63313
C 4.80535 -1.90935 0.40129
P 4.00270 -2.15855 -1.25223
C 4.13511 -3.99154 -1.71051
N 2.91017 -4.55083 -2.25943
P 1.99063 -1.33140 -1.43574
O 0.91296 -2.35716 -1.61369
O 1.55663 -0.34790 -0.17845
O 1.96549 -0.36406 -2.80462
H 0.41124 2.75001 1.76028
H 1.86441 3.36521 2.57622
H 0.47639 4.50213 2.34322
H -0.76354 1.34551 3.06113
H -0.32756 1.29965 4.78089
H 2.12816 0.94494 4.25563
H 1.67517 0.97109 2.46039
H 0.50983 -1.16109 2.63779
H 0.51514 -1.08067 4.42991
H 2.33259 -2.67325 3.50014
H 2.92193 -1.39296 4.57847
H 3.17306 -0.36176 1.80484
H 4.40048 -0.72309 3.03005
H 3.06841 -3.02073 1.37280
H 4.63348 -2.98218 2.28216
H 5.12032 -0.85764 0.54666
H 5.73067 -2.53122 0.37703
H 4.81784 -1.46568 -2.20329
H 4.46928 -4.53733 -0.80805
H 4.91213 -4.09447 -2.50008
H 2.55626 -5.24873 -1.62079
H 3.03972 -4.91773 -3.19038
H 0.66272 -0.02580 -0.38593
H 2.54429 0.40071 -2.67144
C -2.13661 4.14445 -1.50152
C -2.72418 2.74552 -1.62688
N -2.63677 1.97225 -0.39818
C -2.92171 0.55816 -0.57868
C -4.32744 0.15064 -1.02034
C -3.22542 2.57436 0.78531
C -4.70829 2.94841 0.74937
H -1.10674 4.10854 -1.13852
H -2.13029 4.63220 -2.47813
H -2.72092 4.77374 -0.82760
H -2.16149 2.22443 -2.40725
H -3.75799 2.82655 -1.98903
H -2.67503 0.02834 0.34774
H -2.20977 0.17440 -1.32048
H -5.04807 0.23949 -0.20838
H -4.32576 -0.89782 -1.32814
H -4.68261 0.73684 -1.86864
H -2.65418 3.47775 1.02010
H -3.04783 1.91620 1.64142
H -4.98861 3.46182 -0.17208
H -4.93333 3.62448 1.57781
H -5.34903 2.07585 0.87067
C 8.16652 -7.22653 -1.40981
C 7.05241 -8.23855 -1.64068
N 5.99124 -7.74372 -2.50486
C 4.79846 -8.58401 -2.49497
C 4.92113 -10.00741 -3.03894
C 6.40496 -7.26172 -3.81783
C 7.15400 -8.23261 -4.73244
H 7.76771 -6.28188 -1.03151
H 8.86918 -7.61344 -0.67042
H 8.73207 -7.02474 -2.32111
H 6.62167 -8.47618 -0.66406
H 7.49301 -9.16857 -2.02303
H 3.99521 -8.06869 -3.03242
H 4.44632 -8.64810 -1.45909
H 4.98333 -10.02153 -4.12634
H 4.03320 -10.58199 -2.76582
H 5.78533 -10.53417 -2.63285
H 7.03742 -6.37933 -3.67242
H 5.52970 -6.87753 -4.35240
H 7.93690 -8.78030 -4.20642
H 7.63525 -7.67616 -5.54062
H 6.48194 -8.95029 -5.19974
C 0.45023 -5.24135 0.72926
C 0.83124 -6.23937 1.81419
N 0.62029 -5.73065 3.15826
C 1.24540 -6.55034 4.18988
C 0.73234 -7.97862 4.37704
C -0.72517 -5.25866 3.45775
C -1.88400 -6.24329 3.28632
H 0.96737 -4.28881 0.87344
H 0.73548 -5.63272 -0.24983
H -0.62318 -5.05189 0.70138
H 1.89558 -6.46613 1.69222
H 0.28997 -7.17895 1.63736
H 1.18423 -6.02439 5.14704
H 2.31754 -6.60306 3.96782
H -0.23566 -7.99898 4.87596
H 1.42580 -8.53708 5.00997
H 0.64960 -8.51822 3.43240
H -0.92672 -4.38639 2.82757
H -0.74412 -4.86230 4.47678
H -1.82170 -6.80285 2.35146
H -2.82955 -5.69557 3.27317
H -1.94071 -6.95139 4.11141
C -9.30135 7.97628 0.58852
C -9.33622 7.12366 1.84965
N -8.91337 5.75022 1.63008
C -9.21845 4.86688 2.74743
C -8.52100 5.13443 4.08249
C -7.59911 5.57610 1.03301
C -6.39824 6.18462 1.76089
H -9.88162 7.51550 -0.21308
H -9.73326 8.95720 0.79426
H -8.28241 8.13790 0.23145
H -10.36922 7.11502 2.20794
H -8.73874 7.61856 2.62848
H -9.02249 3.83294 2.44714
H -10.29967 4.90833 2.91716
H -7.47470 4.82958 4.06151
H -9.00390 4.55275 4.87156
H -8.57300 6.18390 4.37568
H -7.62739 5.99187 0.02112
H -7.41467 4.50874 0.87729
H -6.58694 7.20448 2.09950
H -5.54030 6.22180 1.08319
H -6.09852 5.58309 2.61862
C 1.22892 8.93755 -5.88167
C 1.58787 7.89184 -4.83482
N 1.39726 8.35247 -3.46947
C 2.00418 7.47908 -2.47661
C 1.45053 6.05845 -2.34610
C 0.06770 8.84533 -3.14058
C -1.11567 7.89495 -3.33962
H 1.77045 9.86901 -5.70771
H 1.49812 8.57329 -6.87469
H 0.15936 9.15438 -5.89369
H 2.64412 7.64303 -4.97240
H 1.01980 6.97326 -5.04241
H 1.96167 7.96707 -1.49841
H 3.07314 7.40601 -2.70540
H 0.48342 6.04670 -1.84370
H 2.13032 5.45376 -1.73863
H 1.34868 5.56021 -3.31192
H -0.11692 9.74537 -3.73393
H 0.06512 9.20235 -2.10683
H -1.07450 7.36950 -4.29544
H -2.04880 8.46394 -3.32351
H -1.18092 7.15759 -2.53965